The following is a DFT calculation (wB97M-V/def2-TZVPD) of 2 unconnected molecules or ions with the total composition C18H32N2O4P at a distorted geometry.

```
57
C18H32N2O4P wB97M-V/def2-TZVPD
C 2.11 0.76 -3.56
C 1.87 -0.09 -2.46
C 1.68 -1.24 -1.27
O 1.19 -2.59 -1.69
P 0.33 -3.26 -0.31
C 1.64 -4.55 0.21
O 0.83 -2.04 0.89
C 1.16 -0.74 0.21
C 2.40 -0.04 1.02
C 2.47 1.60 0.89
N 1.74 2.31 2.05
C -0.30 0.04 0.33
C -0.82 0.16 1.88
C -1.92 -0.96 2.34
N -2.89 -1.40 1.26
C -4.14 -0.51 1.23
C -4.09 0.24 -0.26
C -3.23 1.64 -0.31
C -3.05 2.47 -1.72
C -3.78 1.81 -3.06
C -4.69 0.42 -3.00
C -4.87 -0.42 -1.58
O -5.67 -1.66 -1.48
H 2.46 1.15 -4.63
H 2.82 -1.50 -1.05
H -0.08 -4.27 -1.29
H -0.68 -3.75 0.64
H -0.79 -2.53 -0.85
H 1.13 -5.62 0.15
H 1.84 -4.37 1.38
H 2.63 -4.53 -0.42
H 3.47 -0.44 0.75
H 2.24 -0.28 2.18
H 1.99 1.95 -0.14
H 3.56 2.05 0.90
H 2.23 2.07 2.96
H 1.88 3.36 1.97
H -1.10 -0.41 -0.42
H -0.12 1.15 -0.05
H 0.12 0.03 2.62
H -1.20 1.26 2.08
H -2.48 -0.52 3.30
H -1.37 -1.93 2.73
H -3.19 -2.41 1.41
H -5.13 -1.16 1.32
H -4.15 0.28 2.09
H -2.70 2.08 0.66
H -2.40 3.45 -1.73
H -3.63 2.41 -4.06
H -5.19 0.02 -4.00
H -6.62 -1.47 -1.21
C 6.14 3.84 0.50
O 5.38 3.17 -0.49
H 5.48 4.12 1.33
H 6.93 3.19 0.86
H 6.57 4.75 0.07
H 5.99 2.94 -1.21
```

Results
Kohn-Sham gap: 5.999 eV
Energy relative to the best compared isomer or geometry (same formula, charge and spin): 357.5 kcal per mole
HOMO energy: -3.54 eV
Charge: -1
M: 371.44 g mol⁻¹
Largest force on an atom: 9.083 eV/A

The following is a DFT calculation (wB97M-V/def2-TZVPD) of a molecular structure, C18H32NO2P2Sc at a distorted geometry.

```
56
C18H32NO2P2Sc wB97M-V/def2-TZVPD
C 0.97 -1.24 -3.99
C 0.98 -0.84 -2.64
N -0.14 -0.87 -1.88
C -1.33 -1.07 -2.51
C -1.40 -1.40 -3.85
C -0.22 -1.52 -4.58
C 2.21 -0.25 -2.07
P 2.48 -0.15 -0.25
Sc -0.09 -0.38 0.33
P -2.61 -0.05 -0.15
C -2.64 -1.00 -1.74
O 1.82 2.13 -2.73
O -0.47 2.43 -1.90
H 1.90 -1.29 -4.54
H -2.38 -1.55 -4.32
H -0.28 -1.81 -5.61
C 3.36 -1.70 0.18
C 3.79 1.11 -0.11
H -3.43 -0.55 -2.35
H -2.98 -2.02 -1.48
H 2.15 0.89 -2.30
H 3.09 -0.69 -2.53
C -3.91 -0.89 0.81
C -3.43 1.50 -0.65
H -0.16 2.44 -0.95
H -0.63 3.31 -2.28
H 0.81 2.26 -2.56
H 2.16 2.09 -3.69
H 0.22 -2.01 1.17
H 0.19 2.19 0.25
H 4.35 -1.66 -0.29
H 3.44 -1.73 1.28
H 2.78 -2.55 -0.18
H 4.76 0.64 -0.34
H 3.59 1.93 -0.80
H 3.78 1.48 0.93
H -4.44 1.29 -1.02
H -3.50 2.17 0.22
H -2.84 2.00 -1.42
H -4.89 -0.78 0.32
H -3.66 -1.95 0.90
H -3.96 -0.45 1.82
C -0.61 0.62 2.25
C 0.27 0.63 3.45
C 1.66 0.39 3.39
C 2.46 0.40 4.54
C 1.87 0.66 5.78
C 0.50 0.92 5.88
C -0.30 0.91 4.71
H -1.58 0.14 2.45
H -0.79 1.65 1.88
H 2.12 0.17 2.42
H 3.51 0.18 4.46
H 2.49 0.66 6.68
H 0.04 1.12 6.84
H -1.35 1.11 4.78
```

Results
Kohn-Sham gap: 6.932 eV
Energy relative to the best compared isomer or geometry (same formula, charge and spin): 28.4 kcal per mole
HOMO energy: -6.85 eV
M: 401.36 g mol⁻¹
Largest force on an atom: 3.738 eV/A

The following is a DFT calculation (wB97M-V/def2-TZVPD) of a molecular structure, C18H33AuFN5OSSi at a distorted geometry.

```
61
C18H33AuFN5OSSi wB97M-V/def2-TZVPD
Au 0.52 -0.48 -0.27
C 2.11 0.02 2.70
Si 0.25 -0.15 3.06
C -0.03 -0.61 4.89
C -0.65 1.48 2.66
N -0.26 -1.19 1.73
C -0.98 -2.30 1.74
C -1.37 -2.94 2.96
C -2.08 -4.12 2.98
C -2.45 -4.75 1.79
C -2.11 -4.16 0.58
C -1.42 -2.97 0.56
F -1.15 -2.42 -0.64
H 2.56 0.74 3.37
H 2.28 0.37 1.68
H 2.63 -0.92 2.83
H 0.41 0.17 5.50
H 0.45 -1.54 5.17
H -1.08 -0.66 5.16
H -0.25 2.28 3.28
H -1.71 1.41 2.86
H -0.51 1.75 1.62
H -1.07 -2.47 3.87
H -2.34 -4.56 3.93
H -2.98 -5.68 1.81
H -2.39 -4.61 -0.36
C 0.21 3.00 -1.07
N -1.16 2.87 -1.47
C -1.85 4.11 -1.78
C -2.97 3.85 -2.77
C -3.88 2.79 -2.17
N -3.10 1.62 -1.82
C -3.81 0.37 -1.76
C -1.79 1.67 -1.46
O -1.20 0.61 -1.17
H 0.77 3.56 -1.82
H 0.66 2.01 -0.96
H 0.29 3.53 -0.11
H -1.13 4.81 -2.19
H -2.26 4.54 -0.85
H -2.56 3.49 -3.71
H -3.53 4.76 -2.96
H -4.65 2.49 -2.87
H -4.37 3.17 -1.27
H -4.42 0.24 -2.65
H -4.48 0.36 -0.89
H -3.11 -0.46 -1.68
C 4.74 -0.77 -4.05
N 3.59 -1.06 -3.22
C 3.61 -1.21 -1.90
S 2.22 -1.95 -1.17
N 4.69 -0.92 -1.21
C 4.90 -1.21 0.19
H 4.40 -0.65 -5.08
H 5.46 -1.60 -4.04
H 5.24 0.14 -3.75
H 2.75 -1.35 -3.70
H 5.51 -0.61 -1.72
H 3.94 -1.35 0.67
H 5.44 -0.38 0.66
H 5.50 -2.11 0.30
```

Results
Kohn-Sham gap (alpha / beta): 4.416 / 4.422 eV
Energy relative to the best compared isomer or geometry (same formula, charge and spin): 1.3 kcal per mole
HOMO energy (alpha / beta): -13.73 / -13.73 eV
Charge: +2
M: 611.61 g mol⁻¹
Largest force on an atom: 2.607 eV/A